Record 1
This record from OMol25 describes a structure of composition C20H26CuN2O2Si in a non-equilibrium geometry. The level of theory is ωB97M-V/def2-TZVPD.

```
52
Properties=species:S:1:pos:R:3:nbo_charge:R:1
C -0.1304 -1.8768 -0.0253 -0.341
C 1.1351 -1.2084 -0.1990 -0.490
C 1.6018 -0.8071 1.1271 -0.477
H 1.7774 -1.2837 -1.0776 0.241
C 0.6087 -1.2581 2.0700 -0.318
C -0.4269 -1.9063 1.3563 -0.327
H -1.2992 -2.3937 1.7965 0.205
H -0.7079 -2.3454 -0.8284 0.208
H 2.6319 -0.5081 1.3412 0.236
H 0.6847 -1.1977 3.1595 0.210
Cu 0.8603 0.8320 0.1084 1.102
C 2.3230 3.0999 -2.6744 -1.062
H 2.6255 3.4250 -1.6697 0.244
H 1.5364 3.7816 -3.0191 0.224
H 3.1877 3.1461 -3.3482 0.241
Si 1.6687 1.3037 -2.7319 1.258
C 1.1196 0.5932 -4.3745 -0.376
C 0.8995 -0.7968 -4.3299 -0.230
H 1.3215 -1.3868 -3.5151 0.221
C 0.0780 -1.4347 -5.2586 -0.217
H -0.1403 -2.4997 -5.1569 0.216
C -0.4853 -0.6782 -6.2856 -0.223
H -1.1952 -1.1436 -6.9667 0.211
C -0.1867 0.6844 -6.4126 -0.205
H -0.6103 1.2624 -7.2403 0.209
C 0.6192 1.3241 -5.4588 -0.249
H 0.8319 2.3898 -5.5320 0.208
C 3.2389 0.3990 -2.3095 -0.458
C 3.8147 -0.5010 -3.2070 -0.213
H 3.3694 -0.6774 -4.1880 0.223
C 4.9890 -1.1755 -2.8554 -0.209
H 5.4183 -1.8804 -3.5634 0.211
C 5.5968 -0.9409 -1.6198 -0.236
H 6.5057 -1.4791 -1.3298 0.214
C 5.0506 0.0111 -0.7534 -0.148
H 5.5213 0.2398 0.2012 0.201
C 3.8865 0.6985 -1.1065 -0.236
H 3.4900 1.4779 -0.4498 0.211
H 1.0691 1.8383 -1.2393 -0.228
H 0.5619 0.4586 -2.1652 -0.139
C -2.5368 2.6485 3.2735 -0.276
O -1.1361 2.8150 2.9077 -0.468
C -0.6999 2.1795 1.8412 0.905
O 0.5261 2.1039 1.5782 -0.671
N -1.6649 1.6231 1.0592 -0.490
N -1.2050 1.0338 -0.1717 -0.708
H -3.1961 3.1690 2.5597 0.176
H -2.5884 3.1212 4.2579 0.224
H -2.8331 1.5897 3.3338 0.210
H -2.5941 2.0468 1.0456 0.392
H -1.6170 0.1040 -0.2990 0.416
H -1.4373 1.6231 -0.9827 0.383
```

The orbital gap (spin up / spin down) comes out at 0.250 / 0.202 Eh. Its multiplicity is 2. As for the expectation value of S²: 0.758. As for the energy above the lowest of the compared OMol25 structures with the same formula, charge and spin: 209.3 kJ/mol.



Record 2
This record from OMol25 describes a structure of composition C20H26F10KN2OS in a non-equilibrium geometry. The level of theory is ωB97M-V/def2-TZVPD.

```
61
Properties=species:S:1:pos:R:3:nbo_charge:R:1
K 3.2664 -2.0837 -1.0466 0.959
C -0.3099 4.2570 1.9652 -0.607
C 0.8193 4.8600 1.1505 -0.393
C 1.9939 3.8868 0.8624 -0.405
C 1.6654 2.8878 -0.2352 -0.231
N 0.8693 1.7935 0.1857 -0.582
C 1.3455 0.6401 0.6924 0.359
S 3.0159 0.2323 0.8815 -0.430
N 0.3269 -0.2020 1.0307 -0.607
C 0.4782 -1.3543 1.9195 -0.226
C 0.5187 -1.0142 3.4194 -0.412
C -0.7495 -0.5150 4.1318 -0.407
C -0.6127 0.6607 5.1678 -0.602
H -1.0661 4.9953 2.2300 0.214
H 0.0668 3.7423 2.8345 0.202
H -0.8384 3.4689 1.4076 0.191
H 1.2922 5.6788 1.7316 0.197
H 0.4327 5.2977 0.2233 0.205
H 2.3361 3.3378 1.6815 0.212
H 2.7600 4.5346 0.4472 0.209
H 2.6022 2.4223 -0.6309 0.225
H 1.1451 3.3533 -1.1243 0.214
H -0.0979 1.7716 -0.0277 0.395
H -0.6307 0.0403 0.7940 0.396
H 1.4829 -1.7793 1.7406 0.233
H -0.3027 -2.1028 1.6407 0.219
H 1.3038 -0.2818 3.5163 0.208
H 0.8954 -1.9631 3.9591 0.212
H -1.3138 -1.3633 4.5369 0.202
H -1.4318 -0.2751 3.3507 0.186
H 0.2076 1.3561 4.8002 0.202
H -0.2839 0.1981 6.0787 0.204
H -1.5473 1.1605 5.3308 0.213
F -6.5070 3.7070 -4.1124 -0.382
C -5.3052 3.1244 -4.4870 0.225
C -4.2065 3.9457 -4.8877 -0.271
C -2.9865 3.3753 -5.1460 -0.268
C -2.9116 1.9737 -5.1827 -0.059
C -1.7061 1.4257 -5.5956 -0.755
C -4.0307 1.1504 -4.8858 -0.296
C -5.2710 1.7121 -4.5853 -0.265
H -4.2839 5.0181 -5.0168 0.196
H -2.0893 3.9818 -5.2760 0.187
H -1.6890 0.3649 -5.7593 0.161
H -0.8510 2.0037 -5.8046 0.163
H -3.9156 0.0319 -4.9705 0.188
H -6.1834 1.0961 -4.5473 0.204
F 0.3908 -5.5749 1.6088 -0.319
C 0.8408 -5.2143 0.3967 0.953
F 0.6716 -3.8400 0.2047 -0.351
F 0.0129 -5.8203 -0.5478 -0.332
C 2.4195 -5.4946 0.0905 0.057
O 2.8101 -4.6699 -0.8772 -0.905
C 3.3031 -5.2590 1.4214 0.938
F 2.9301 -4.1377 2.0843 -0.342
F 3.2727 -6.2256 2.3775 -0.333
F 4.5867 -5.1148 1.0276 -0.321
C 2.6892 -6.9539 -0.4141 0.954
F 1.9290 -7.2154 -1.5157 -0.320
F 4.0427 -7.1254 -0.7085 -0.338
F 2.3983 -7.9062 0.4633 -0.326
```

The net charge is -1. The orbital gap comes out at 0.101 Eh.



Record 3
This record from OMol25 describes a structure of composition C20H26F2N4O3Os. The level of theory is ωB97M-V/def2-TZVPD.

```
56
Properties=species:S:1:pos:R:3:nbo_charge:R:1
Os 0.1870 -0.0486 -0.2490 0.746
C 3.7640 1.9454 1.1333 -0.702
C 2.6266 0.9857 1.3269 0.730
O 2.2089 0.3491 0.3541 -0.598
N 2.1208 0.8740 2.5610 -0.575
C 1.1193 -0.1092 2.9495 -0.275
C -0.2870 0.4247 2.8834 0.219
C -1.0159 0.6615 4.0371 -0.247
C -2.3040 1.1647 3.9370 -0.173
C -2.8161 1.4158 2.6774 -0.201
C -2.0264 1.1491 1.5715 0.048
N -0.7847 0.6606 1.6612 -0.442
H 4.4270 1.5372 0.3748 0.261
H 4.3148 2.1445 2.0509 0.214
H 3.3555 2.8814 0.7484 0.251
H 2.5065 1.4660 3.2765 0.404
H 1.3435 -0.4217 3.9691 0.212
H 1.2108 -0.9745 2.2952 0.271
H -0.5749 0.4485 5.0020 0.219
H -2.8925 1.3534 4.8251 0.222
H -3.8150 1.8044 2.5394 0.222
H -2.3945 1.3064 0.5665 0.229
O -1.6614 -0.8442 -0.7213 -0.460
N -1.9148 -2.0477 -0.3608 0.149
N -1.0175 -2.6203 0.3277 0.139
O 0.1087 -2.0484 0.6925 -0.623
C -1.2472 -3.9735 0.7489 0.179
C -2.4868 -4.5750 0.5674 -0.239
C -2.6627 -5.8813 0.9886 -0.201
C -1.6197 -6.5801 1.5841 -0.213
C -0.3908 -5.9635 1.7558 -0.200
C -0.1957 -4.6544 1.3387 -0.241
H -3.2912 -4.0255 0.1027 0.242
H -3.6246 -6.3568 0.8497 0.217
H -1.7667 -7.6013 1.9098 0.215
H 0.4287 -6.5025 2.2125 0.216
H 0.7558 -4.1576 1.4508 0.249
C -1.3491 1.4135 -3.1188 -0.602
C -0.4307 2.3043 -2.2757 -0.169
C -1.1259 3.6556 -2.0645 -0.596
C 0.9031 2.5533 -2.9887 -0.598
C -0.1509 1.6579 -0.9273 -0.119
H -1.5501 1.8926 -4.0814 0.198
H -2.3045 1.2608 -2.6106 0.201
H -0.9012 0.4420 -3.3000 0.240
H -1.3184 4.1449 -3.0220 0.207
H -0.5058 4.3236 -1.4609 0.197
H -2.0843 3.5289 -1.5534 0.197
H 0.7180 3.0081 -3.9661 0.202
H 1.4550 1.6283 -3.1285 0.246
H 1.5200 3.2471 -2.4094 0.191
H -0.2864 2.4341 -0.1418 0.110
F 2.2440 -1.5639 -1.5877 -0.400
C 0.9526 -1.0948 -1.8548 0.350
F 1.0806 -0.5189 -3.1223 -0.403
H 0.3672 -2.0099 -2.0390 0.083
```

The orbital gap comes out at 0.256 Eh. As for the energy above the lowest of the compared OMol25 structures with the same formula, charge and spin: 35.9 kJ/mol.



no.,calculated total energy (a.u.)
1,-2967.4814
2,-2959.2608
3,-1512.7304